No. 1
Here is a structure of composition C50H44BrFeGeN4O8S2 from the Open Molecules 2025 dataset. Energies are from wB97M-V/def2-TZVPD.

E_LUMO (alpha / beta) ... 3.79 / 3.79 eV
HOMO (alpha / beta) ... -3.15 / -3.17 eV
Orbital gap (alpha / beta) ... 6.94 / 6.96 eV
Total charge ... -2
DFT total energy ... -9463.9244 hartree
Multiplicity ... 2

Structure (XYZ):
```
111
C50H44BrFeGeN4O8S2 (wB97M-V/def2-TZVPD)
Fe -2.836 -0.197 -0.151
S 0.528 0.611 3.493
C 1.393 -0.618 2.632
C 2.656 -1.145 2.871
C 3.167 -2.063 1.971
C 2.434 -2.432 0.838
C 1.163 -1.932 0.615
C 0.617 -1.040 1.539
N -0.638 -0.477 1.464
C -0.813 0.424 2.361
C -2.024 1.233 2.413
C -2.222 2.070 3.521
C -3.373 2.816 3.637
C -4.324 2.720 2.622
C -4.111 1.908 1.524
C -2.952 1.132 1.357
H 3.238 -0.825 3.727
H 4.157 -2.474 2.127
H 2.873 -3.107 0.115
H 0.599 -2.175 -0.278
H -1.463 2.126 4.295
H -3.532 3.462 4.492
H -5.245 3.291 2.692
H -4.873 1.853 0.760
C 2.470 -5.432 -1.901
C 1.224 -4.600 -2.063
C 1.260 -3.389 -2.743
C 0.103 -2.648 -2.954
C -1.110 -3.112 -2.477
C -1.158 -4.310 -1.773
C -0.001 -5.047 -1.566
S -2.637 -2.234 -2.829
O -2.236 -1.147 -3.684
O -3.481 -3.258 -3.425
N -3.216 -1.800 -1.429
C -4.431 -2.475 -0.992
C -5.272 -1.570 -0.118
O -6.394 -1.919 0.232
O -4.702 -0.478 0.272
H 3.367 -4.817 -1.987
H 2.525 -6.205 -2.672
H 2.495 -5.941 -0.936
H 2.209 -3.014 -3.115
H 0.120 -1.712 -3.492
H -2.113 -4.671 -1.407
H -0.053 -5.986 -1.023
H -4.212 -3.356 -0.371
H -5.045 -2.827 -1.819
O 0.802 -7.170 1.123
C 1.162 -5.933 1.701
N 0.098 -4.965 1.683
C -1.003 -5.190 2.440
O -1.089 -6.205 3.135
C -2.061 -4.144 2.437
C -3.103 -4.224 3.355
C -4.042 -3.214 3.390
C -3.918 -2.146 2.505
N -2.932 -2.074 1.617
C -2.041 -3.054 1.580
H 0.073 -7.493 1.673
H 1.994 -5.531 1.128
H 1.470 -6.081 2.739
H 0.137 -4.212 1.014
H -3.146 -5.074 4.025
H -4.870 -3.241 4.084
H -4.629 -1.329 2.480
H -1.291 -2.943 0.806
Br -3.432 1.635 -1.617
O -0.006 1.664 -0.373
C -0.385 0.887 -1.265
O -1.126 -0.127 -1.099
C 0.114 1.144 -2.677
C 0.361 2.629 -2.898
Ge 1.398 3.441 -1.440
C 2.247 5.025 -2.355
C 3.508 5.523 -2.025
C 4.027 6.663 -2.628
C 3.286 7.341 -3.587
C 2.027 6.868 -3.931
C 1.521 5.726 -3.322
C 2.978 2.395 -0.918
C 4.043 2.241 -1.806
C 5.153 1.471 -1.476
C 5.218 0.851 -0.236
C 4.170 1.002 0.663
C 3.058 1.759 0.321
C 0.534 4.333 0.069
C -0.837 4.204 0.291
C -1.442 4.861 1.352
C -0.682 5.636 2.221
C 0.685 5.759 2.018
C 1.284 5.116 0.940
H -0.617 0.728 -3.370
H 1.054 0.587 -2.794
H -0.598 3.149 -2.981
H 0.909 2.807 -3.827
H 4.107 5.005 -1.282
H 5.011 7.022 -2.349
H 3.686 8.230 -4.060
H 1.436 7.389 -4.676
H 0.533 5.377 -3.606
H 4.010 2.732 -2.773
H 5.962 1.355 -2.187
H 6.079 0.247 0.027
H 4.206 0.509 1.626
H 2.229 1.845 1.015
H -1.434 3.549 -0.335
H -2.504 4.732 1.520
H -1.156 6.128 3.063
H 1.287 6.351 2.698
H 2.355 5.224 0.788
```

---

No. 2
Here is a structure of composition C50H44BrN5O4P2Pb from the Open Molecules 2025 dataset. Energies are from wB97M-V/def2-TZVPD.

E_LUMO ... -5.04 eV
HOMO ... -12.06 eV
Orbital gap ... 7.02 eV
Total charge ... +2
DFT total energy ... -5955.6947 hartree
Multiplicity ... 1

Structure (XYZ):
```
107
C50H44BrN5O4P2Pb (wB97M-V/def2-TZVPD)
Pb 0.257 -0.090 1.043
O -2.776 2.424 7.208
C -2.671 3.323 6.131
C -2.182 2.589 4.918
C -1.875 3.261 3.740
C -1.401 2.528 2.671
N -1.232 1.207 2.701
C -1.577 0.539 3.813
C -2.037 1.207 4.940
C -1.433 -0.943 3.813
C -2.112 -1.716 4.744
C -1.909 -3.090 4.801
C -2.616 -3.893 5.869
O -3.932 -3.443 6.093
C -1.032 -3.659 3.888
C -0.427 -2.838 2.958
N -0.617 -1.520 2.907
H -3.082 2.891 7.991
H -1.976 4.141 6.355
H -3.641 3.774 5.888
H -1.995 4.333 3.654
H -1.144 3.018 1.738
H -2.272 0.688 5.856
H -2.818 -1.274 5.432
H -2.080 -3.732 6.808
H -2.569 -4.960 5.638
H -4.541 -3.876 5.487
H -0.829 -4.722 3.891
H 0.247 -3.248 2.213
N -1.211 0.263 -1.997
P -0.999 1.724 -1.110
C -2.024 2.861 -2.109
C -2.954 2.408 -3.039
C -3.669 3.323 -3.802
C -3.473 4.684 -3.626
C -2.566 5.139 -2.679
C -1.846 4.232 -1.920
C 0.667 2.382 -1.539
C 1.113 2.526 -2.849
C 2.369 3.054 -3.103
C 3.190 3.444 -2.052
C 2.747 3.327 -0.742
C 1.487 2.806 -0.492
P -1.035 -1.239 -1.169
C -1.294 -2.393 -2.553
C -2.465 -2.275 -3.305
C -2.680 -3.128 -4.374
C -1.738 -4.102 -4.686
C -0.582 -4.227 -3.931
C -0.355 -3.371 -2.861
C -2.600 -1.383 -0.234
C -2.790 -2.595 0.434
C -3.901 -2.781 1.238
C -4.819 -1.750 1.399
C -4.625 -0.539 0.753
C -3.517 -0.352 -0.064
H -0.913 0.267 -2.966
H -3.128 1.348 -3.172
H -4.380 2.971 -4.537
H -4.030 5.392 -4.225
H -2.418 6.201 -2.537
H -1.127 4.587 -1.188
H 0.466 2.257 -3.679
H 2.710 3.170 -4.124
H 4.166 3.867 -2.254
H 3.373 3.656 0.078
H 1.120 2.761 0.531
H -3.203 -1.526 -3.041
H -3.586 -3.044 -4.959
H -1.911 -4.769 -5.520
H 0.141 -4.995 -4.173
H 0.545 -3.464 -2.265
H -2.066 -3.395 0.306
H -4.059 -3.732 1.729
H -5.692 -1.894 2.022
H -5.343 0.261 0.878
H -3.383 0.591 -0.577
C 2.636 0.336 3.775
O 2.540 0.040 2.385
C 3.711 -0.081 1.675
C 4.956 0.055 2.232
C 6.096 -0.059 1.429
Br 7.805 0.098 2.237
C 5.986 -0.284 0.088
C 4.714 -0.437 -0.497
C 3.532 -0.358 0.288
O 2.340 -0.497 -0.212
C 4.602 -0.673 -1.910
N 3.456 -0.951 -2.536
C 3.672 -1.080 -3.896
C 2.816 -1.339 -4.957
C 3.378 -1.368 -6.220
C 4.747 -1.154 -6.419
C 5.602 -0.903 -5.361
C 5.038 -0.870 -4.095
N 5.578 -0.630 -2.835
H 3.096 1.313 3.935
H 3.204 -0.431 4.303
H 1.617 0.346 4.157
H 5.085 0.258 3.286
H 6.881 -0.360 -0.515
H 2.603 -0.969 -1.969
H 1.760 -1.511 -4.795
H 2.750 -1.565 -7.078
H 5.144 -1.190 -7.424
H 6.660 -0.739 -5.519
H 6.552 -0.460 -2.652
```

---

No. 3
Here is a structure of composition C50H44GeIInN2O5P from the Open Molecules 2025 dataset. Energies are from wB97M-V/def2-TZVPD.

E_LUMO (alpha / beta) ... 0.48 / 0.10 eV
HOMO (alpha / beta) ... -5.77 / -7.60 eV
Orbital gap (alpha / beta) ... 6.25 / 7.71 eV
Total charge ... 0
DFT total energy ... -5323.5517 hartree
Multiplicity ... 2

Structure (XYZ):
```
105
C50H44GeIInN2O5P (wB97M-V/def2-TZVPD)
In -0.230 0.062 -0.265
C -2.470 3.364 4.093
O -1.061 3.161 3.923
C -0.741 2.402 2.854
O -1.557 1.877 2.130
N 0.611 2.337 2.735
N 1.166 1.504 1.771
H -2.570 3.993 4.972
H -2.979 2.415 4.243
H -2.893 3.858 3.222
H 1.175 2.708 3.483
H 1.545 0.653 2.176
H 1.880 1.976 1.229
I -2.718 1.989 -1.508
C -3.258 0.357 -2.690
C -4.216 0.601 -3.630
C -4.699 -0.451 -4.437
C -4.208 -1.708 -4.266
C -3.204 -1.977 -3.301
C -2.714 -3.298 -3.155
C -1.749 -3.585 -2.242
C -1.214 -2.553 -1.437
C -1.649 -1.255 -1.541
C -2.679 -0.932 -2.479
H -4.617 1.598 -3.750
H -5.463 -0.249 -5.176
H -4.581 -2.530 -4.866
H -3.123 -4.071 -3.796
H -1.370 -4.596 -2.148
H -0.407 -2.797 -0.755
O 1.536 -1.639 -1.329
C 2.289 -0.649 -1.339
O 2.359 0.188 -0.389
C 3.014 -0.253 -2.589
C 3.928 -1.064 -3.241
C 4.591 -0.583 -4.362
C 4.300 0.688 -4.850
C 3.328 1.466 -4.230
C 2.676 0.995 -3.092
P 1.259 1.847 -2.283
C 0.540 2.785 -3.680
C 0.363 4.163 -3.713
C -0.344 4.759 -4.753
C -0.882 3.984 -5.767
C -0.711 2.603 -5.744
C -0.017 2.010 -4.704
C 2.011 3.112 -1.209
C 3.373 3.144 -0.923
C 3.868 4.017 0.038
C 3.010 4.871 0.719
C 1.649 4.845 0.442
C 1.154 3.960 -0.505
H 4.130 -2.055 -2.849
H 5.333 -1.195 -4.859
H 4.811 1.064 -5.727
H 3.060 2.429 -4.647
H 0.783 4.782 -2.930
H -0.475 5.834 -4.765
H -1.439 4.450 -6.571
H -1.134 1.989 -6.529
H 0.091 0.932 -4.677
H 4.047 2.476 -1.445
H 4.929 4.026 0.258
H 3.400 5.553 1.465
H 0.972 5.500 0.975
H 0.086 3.921 -0.696
C 4.614 -3.713 -0.879
C 3.570 -4.579 -0.578
C 2.641 -4.232 0.393
C 2.740 -3.014 1.067
C 3.796 -2.153 0.759
C 4.727 -2.501 -0.211
Ge 1.471 -2.581 2.447
C 2.253 -1.442 3.807
C 1.454 -0.521 4.488
C 2.008 0.361 5.407
C 3.375 0.336 5.654
C 4.180 -0.588 5.002
C 3.622 -1.473 4.087
C 0.626 -4.157 3.191
C 0.830 -4.529 4.519
C 0.172 -5.631 5.055
C -0.699 -6.368 4.267
C -0.910 -6.011 2.941
C -0.250 -4.913 2.406
H 5.342 -3.985 -1.633
H 3.482 -5.525 -1.098
H 1.838 -4.921 0.628
H 3.880 -1.192 1.254
H 5.535 -1.820 -0.451
H 0.387 -0.487 4.298
H 1.372 1.061 5.936
H 3.812 1.036 6.356
H 5.243 -0.619 5.205
H 4.259 -2.195 3.589
H 1.506 -3.953 5.142
H 0.339 -5.912 6.086
H -1.217 -7.222 4.686
H -1.590 -6.587 2.325
H -0.430 -4.636 1.372
C -1.189 -1.676 2.361
O 0.122 -1.590 1.791
H -1.755 -2.504 1.930
H -1.714 -0.743 2.147
H -1.160 -1.816 3.445
```

---

No. 4
Here is a cluster of 7 separate species, C50H45N4O12 in total from the Open Molecules 2025 dataset. Energies are from wB97M-V/def2-TZVPD.

E_LUMO ... -3.87 eV
HOMO ... -11.26 eV
Orbital gap ... 7.39 eV
Total charge ... +1
DFT total energy ... -3053.2276 hartree
Multiplicity ... 1

Structure (XYZ):
```
111
C50H45N4O12 (wB97M-V/def2-TZVPD)
C -0.116 1.509 -2.046
C -1.371 0.956 -1.146
C -1.014 -0.581 -0.704
C -1.602 -1.044 0.754
N -0.780 -1.969 1.623
C -1.606 -2.231 2.863
C -0.996 -3.213 4.031
C 0.651 -3.037 4.155
C 1.305 -2.104 5.379
C 2.952 -1.919 5.518
C 3.983 -2.651 4.445
C 3.366 -3.566 3.205
C 1.735 -3.744 3.107
N -2.966 -1.502 2.874
N -3.972 -1.543 3.855
C -2.994 -0.709 1.553
C -4.191 0.293 1.025
N -4.431 1.289 2.178
H -0.514 1.675 -3.135
H 0.806 0.786 -2.110
H 0.246 2.521 -1.584
H -2.406 0.938 -1.692
H -1.456 1.582 -0.136
H 0.172 -0.687 -0.632
H -1.346 -1.404 -1.491
H 0.165 -2.289 1.317
H -1.433 -2.870 5.067
H -1.331 -4.305 3.779
H 0.627 -1.581 6.192
H 3.380 -1.261 6.407
H 5.160 -2.539 4.541
H 4.098 -4.067 2.441
H 1.244 -4.375 2.223
H -3.807 -2.320 4.538
H -4.067 -0.624 4.344
H -3.872 0.955 0.106
H -5.211 -0.251 0.845
H -3.720 2.049 2.104
H -5.409 1.656 2.153
C -5.235 5.014 -0.054
C -5.626 3.773 0.252
C -7.053 3.444 0.438
O -7.412 2.310 0.721
C -8.031 4.539 0.272
C -7.639 5.779 -0.034
C -6.212 6.108 -0.221
O -5.853 7.243 -0.503
H -4.192 5.273 -0.194
H -4.922 2.960 0.377
H -9.073 4.280 0.411
H -8.344 6.593 -0.159
C -1.650 10.230 1.704
C -1.920 8.921 1.700
C -3.008 8.366 0.869
O -3.257 7.169 0.866
C -3.783 9.313 0.044
C -3.513 10.622 0.048
C -2.426 11.177 0.878
O -2.176 12.374 0.882
H -0.857 10.653 2.308
H -1.360 8.213 2.299
H -4.577 8.890 -0.560
H -4.073 11.329 -0.551
C -3.717 -3.969 -1.414
C -2.528 -4.467 -1.061
C -1.755 -5.329 -1.978
O -0.668 -5.787 -1.655
C -2.347 -5.617 -3.300
C -3.536 -5.119 -3.653
C -4.308 -4.257 -2.736
O -5.395 -3.799 -3.059
H -4.296 -3.336 -0.753
H -2.080 -4.265 -0.096
H -1.767 -6.250 -3.961
H -3.983 -5.322 -4.618
C 4.447 -1.324 -2.376
C 3.538 -1.234 -1.400
C 2.739 -2.404 -0.988
O 1.905 -2.323 -0.097
C 2.984 -3.678 -1.694
C 3.893 -3.768 -2.670
C 4.692 -2.597 -3.082
O 5.526 -2.679 -3.974
H 5.042 -0.475 -2.691
H 3.347 -0.307 -0.872
H 2.389 -4.527 -1.379
H 4.084 -4.694 -3.198
C 5.781 0.541 4.085
C 6.108 0.573 5.380
C 6.920 1.673 5.938
O 7.222 1.703 7.123
C 7.355 2.735 5.009
C 7.028 2.703 3.714
C 6.216 1.603 3.156
O 5.915 1.573 1.971
H 5.187 -0.259 3.659
H 5.796 -0.198 6.074
H 7.950 3.535 5.434
H 7.340 3.474 3.020
C 4.384 -6.325 -8.664
C 4.299 -6.739 -7.396
C 4.567 -5.821 -6.271
O 4.491 -6.200 -5.110
C 4.931 -4.429 -6.601
C 5.016 -4.015 -7.869
C 4.748 -4.933 -8.994
O 4.824 -4.554 -10.155
H 4.192 -6.985 -9.501
H 4.033 -7.757 -7.137
H 5.123 -3.769 -5.765
H 5.282 -2.997 -8.128
```

---

> Which value of DFT total energy does entry 1 give?

-9463.9244 hartree